39
Properties=species:S:1:pos:R:3 method="wB97M-V/def2-TZVPD" total_charge=+2 s2=0.76 homo_lumo_gap_ev="6.0 / 3.5" multiplicity=2 e_tot_ev=-588426.2021
Ag -0.925 -4.490 -0.948
Ag -0.063 -1.700 -3.274
B -0.348 -0.947 -0.483
F 0.859 -0.937 -1.263
F -0.167 -0.428 0.761
F -1.344 -0.281 -1.089
F -0.769 -2.287 -0.257
Br 3.170 1.230 -5.657
C 2.478 -0.666 -5.350
C 3.083 -1.302 -4.106
Br 2.302 -3.112 -3.649
H 2.831 -1.157 -6.256
H 1.406 -0.470 -5.388
H 2.919 -0.614 -3.276
H 4.172 -1.266 -4.125
Br -1.654 -2.311 4.105
C -3.208 -1.209 3.674
C -3.721 -1.274 2.227
Br -5.434 -0.260 2.040
H -2.944 -0.182 3.928
H -4.050 -1.567 4.265
H -3.809 -2.280 1.818
H -3.019 -0.855 1.506
Br 0.271 1.448 -3.389
C 1.273 2.877 -2.266
C 1.146 2.555 -0.719
Br 2.231 3.801 0.368
H 0.889 3.885 -2.421
H 2.302 2.811 -2.620
H 1.479 1.538 -0.509
H 0.116 2.530 -0.362
Br 1.121 -0.636 5.197
C -0.081 0.905 4.841
C -0.365 0.858 3.377
Br -1.459 2.377 2.869
H 0.501 1.786 5.113
H -0.967 0.775 5.462
H -0.807 -0.069 3.010
H 0.585 0.924 2.848

37
Properties=species:S:1:pos:R:3 method="wB97M-V/def2-TZVPD" total_charge=-1 homo_lumo_gap_ev=4.1 de_lowest_kcal_mol=23.8 e_tot_ev=-47633.1459
Al -1.862 0.611 -1.285
P -4.823 1.319 -2.247
O -3.695 2.226 -2.815
O -6.238 1.516 -2.798
O -4.583 1.418 -0.704
O -4.371 -0.117 -2.472
F -0.492 -1.934 -1.403
C 0.860 -2.408 2.205
C 0.825 -1.020 2.792
O -0.422 -0.654 3.363
C -1.308 0.038 2.683
O -1.186 0.355 1.529
O -2.304 0.428 3.488
C -3.203 1.371 2.890
H 0.471 -2.437 1.184
H 0.320 -3.116 2.831
H 1.900 -2.714 2.072
H 1.289 -0.304 2.107
H 1.498 -0.888 3.646
H -3.834 1.701 3.710
H -3.788 0.864 2.123
H -2.650 2.197 2.446
C 3.037 -2.118 -3.297
C 2.088 -1.246 -2.502
O 2.867 -0.234 -1.847
C 2.231 0.723 -1.206
O 1.045 0.847 -1.206
O 3.118 1.506 -0.592
C 2.632 2.692 0.011
H 3.545 -1.483 -4.031
H 2.636 -3.070 -3.630
H 3.927 -2.394 -2.716
H 1.622 -1.854 -1.726
H 1.331 -0.799 -3.141
H 2.024 3.220 -0.724
H 3.448 3.316 0.367
H 2.044 2.440 0.896

42
Properties=species:S:1:pos:R:3 method="wB97M-V/def2-TZVPD" smiles="C[C@@H](O)CB(B(N)O)P(=O)(O)O.FC(F)C(F)(F)COC(F)(F)C(F)F" homo_lumo_gap_ev=8.5 e_tot_ev=-54714.8016
C 3.616 1.803 3.606
C 3.028 2.534 2.444
O 4.058 2.899 1.536
C 2.027 1.651 1.727
B 0.521 1.882 2.051
B -0.494 0.519 2.096
N -0.663 -0.249 0.871
O -1.116 0.073 3.211
P -0.250 3.623 2.296
O -0.317 4.304 1.041
O 0.491 4.513 3.414
O -1.749 3.447 2.887
H 4.045 0.895 3.254
H 2.831 1.544 4.276
H 4.340 2.403 4.096
H 2.584 3.436 2.813
H 4.082 3.852 1.498
H 2.130 1.729 0.664
H 2.243 0.635 1.979
H 0.069 -0.932 0.748
H -0.572 0.359 0.073
H -1.523 0.786 3.698
H 0.145 4.341 4.293
H -1.687 3.232 3.821
F -0.267 -3.126 -4.535
C 0.291 -2.071 -3.905
F 1.587 -2.365 -3.635
C -0.427 -1.790 -2.586
F -0.259 -2.826 -1.741
F 0.203 -0.705 -2.043
C -1.917 -1.435 -2.673
O -2.817 -2.495 -2.476
C -3.130 -3.314 -3.516
F -2.654 -2.840 -4.683
F -4.474 -3.368 -3.605
C -2.635 -4.734 -3.251
F -1.301 -4.731 -3.059
F -2.914 -5.497 -4.331
H 0.255 -1.193 -4.556
H -2.107 -0.759 -1.843
H -2.144 -0.885 -3.585
H -3.131 -5.146 -2.370

27
Properties=species:S:1:pos:R:3 method="wB97M-V/def2-TZVPD" smiles="CN1CC=CB1OC(C)(C)C" homo_lumo_gap_ev=9.4 de_lowest_kcal_mol=66.5 e_tot_ev=-12768.2505
C -0.720 -2.650 -1.475
N -1.199 -1.766 -0.500
C -2.597 -1.835 -0.138
C -2.934 -0.691 0.812
C -1.856 0.066 0.990
B -0.800 -0.593 0.086
O 0.860 -0.003 -0.377
C 1.467 1.174 0.082
C 1.750 0.830 1.603
C 2.808 1.393 -0.740
C 0.658 2.489 -0.064
H -1.253 -2.648 -2.437
H 0.315 -2.609 -1.821
H -0.854 -3.657 -1.095
H -2.861 -2.896 0.225
H -3.176 -1.672 -1.067
H -3.835 -0.502 1.380
H -2.017 0.957 1.619
H 2.385 -0.112 1.734
H 2.233 1.618 2.082
H 0.785 0.584 2.029
H 3.456 0.456 -0.447
H 3.193 2.415 -0.438
H 2.569 1.312 -1.834
H 1.220 3.219 0.614
H 0.690 2.662 -1.087
H -0.288 2.459 0.263

37
Properties=species:S:1:pos:R:3 method="wB97M-V/def2-TZVPD" total_charge=-2 s2=0.75 homo_lumo_gap_ev="5.4 / 5.4" multiplicity=2 de_lowest_kcal_mol=1.4 e_tot_ev=-107499.4712
Cu 0.799 -0.525 -0.417
S 3.258 0.206 -1.272
O 4.111 -0.684 -2.025
O 4.213 1.255 -1.033
O 1.966 0.511 -1.873
O 2.769 -0.300 0.023
C 1.111 -3.675 -1.026
O 0.223 -2.660 -0.741
H 0.973 -4.731 -0.798
H 1.047 -3.809 -2.105
H 2.116 -3.441 -0.675
C -1.550 1.899 -0.197
O -1.090 0.681 -0.644
H -2.380 1.932 0.509
H -0.672 2.283 0.321
H -1.936 2.541 -0.989
C -1.209 3.416 3.738
C -0.562 1.915 3.925
C -1.688 0.781 3.875
O -1.119 -0.195 3.070
C 0.053 0.170 2.566
O 0.651 -0.599 1.788
O 0.406 1.402 2.945
H -2.152 3.702 4.202
H -1.273 3.496 2.653
H -0.473 4.133 4.101
H -0.093 1.710 4.888
H -2.658 1.124 3.514
H -1.865 0.268 4.821
Cl 1.253 -2.456 -5.391
C 0.432 -1.455 -4.091
C -1.125 -1.713 -3.980
Cl -1.998 -1.559 -5.504
H 0.439 -0.389 -4.318
H 0.969 -1.572 -3.149
H -1.512 -1.027 -3.227
H -1.436 -2.634 -3.486

28
Properties=species:S:1:pos:R:3 method="wB97M-V/def2-TZVPD" s2=3.96 homo_lumo_gap_ev="6.8 / 7.1" multiplicity=4 e_tot_ev=-66964.1476
Mn 0.803 -0.051 0.619
Cl 0.465 -2.160 1.040
Cl 1.351 1.524 2.051
C 2.401 -0.109 -0.361
H 3.134 0.636 -0.030
H 2.779 -1.119 -0.577
C -0.839 0.544 0.206
C 1.157 0.374 -1.156
H -1.428 0.549 1.160
C 0.709 -0.537 -2.282
H 1.119 1.452 -1.375
C -0.555 -0.038 -2.985
H 1.520 -0.634 -3.026
H 0.563 -1.546 -1.866
C -1.784 -0.077 -2.079
H -0.388 0.990 -3.339
H -0.738 -0.658 -3.872
C -1.692 0.957 -0.922
H -2.668 0.146 -2.688
H -1.924 -1.084 -1.663
H -1.333 1.927 -1.308
H -2.727 1.140 -0.565
C 0.257 -0.622 4.285
O -1.014 -0.146 3.823
H 0.622 -1.356 3.557
H 0.116 -1.097 5.266
H 1.005 0.181 4.362
H -0.911 0.813 3.724

32
Properties=species:S:1:pos:R:3 method="wB97M-V/def2-TZVPD" smiles=ClCCCl.ClCCCl.ClCCCl.ClCCCl homo_lumo_gap_ev=11.1 de_lowest_kcal_mol=4.3 e_tot_ev=-108735.8782
Cl -13.769 -4.444 -13.375
C -14.512 -4.876 -14.925
C -13.514 -5.454 -15.906
Cl -12.369 -4.227 -16.500
H -15.001 -3.994 -15.339
H -15.309 -5.601 -14.754
H -14.049 -5.818 -16.781
H -12.953 -6.268 -15.457
Cl -15.515 -2.323 -17.749
C -15.206 -0.611 -17.312
C -14.392 -0.525 -16.050
Cl -15.334 -0.955 -14.609
H -16.141 -0.059 -17.300
H -14.622 -0.217 -18.143
H -13.928 0.453 -15.929
H -13.562 -1.226 -16.131
Cl -8.507 -0.623 -12.778
C -10.070 -0.882 -11.930
C -11.092 -1.539 -12.811
Cl -11.503 -0.555 -14.248
H -10.419 0.060 -11.519
H -9.815 -1.554 -11.113
H -12.026 -1.690 -12.271
H -10.771 -2.509 -13.181
Cl -18.699 2.733 -19.025
C -17.371 3.882 -19.251
C -16.271 3.350 -20.135
Cl -15.492 1.931 -19.472
H -16.966 4.147 -18.274
H -17.757 4.803 -19.686
H -15.531 4.137 -20.283
H -16.650 3.126 -21.133

32
Properties=species:S:1:pos:R:3 method="wB97M-V/def2-TZVPD" homo_lumo_gap_ev=9.6 de_lowest_kcal_mol=206.4 e_tot_ev=-108727.1120
Cl -1.806 3.352 3.918
C -0.604 2.494 2.797
C -1.407 1.361 2.038
Cl -2.683 2.126 1.106
H 0.189 1.974 3.334
H -0.125 3.105 2.032
H -1.851 0.573 2.646
H -0.762 0.851 1.321
Cl -1.646 -4.096 -2.038
C -0.907 -2.542 -2.067
C 0.566 -2.728 -1.825
Cl 1.496 -1.185 -2.014
H -1.331 -1.924 -1.275
H -1.081 -2.188 -3.083
H 0.957 -3.466 -2.525
H 0.735 -3.094 -0.812
Cl -1.491 -1.781 1.542
C -0.296 -0.951 0.470
C 1.138 -1.303 0.810
Cl 1.418 -3.056 0.649
H -0.407 0.127 0.584
H -0.550 -1.081 -0.582
H 1.294 -1.018 1.851
H 1.814 -0.728 0.177
Cl -0.832 1.141 -0.530
C 0.384 1.718 -1.662
C 1.520 2.290 -0.817
Cl 2.143 0.875 0.178
H 0.023 2.584 -2.218
H 0.545 0.878 -2.338
H 1.209 3.129 -0.196
H 2.349 2.564 -1.469

79
Properties=species:S:1:pos:R:3 method="wB97M-V/def2-TZVPD" s2=0.76 homo_lumo_gap_ev="7.4 / 4.0" multiplicity=2 e_tot_ev=-303540.8344
Mg 3.254 2.005 -0.387
Mg 0.382 -1.546 0.759
N -0.402 -3.178 1.126
S 0.137 -4.773 0.726
O -0.617 -5.622 -0.166
O 0.945 -5.432 1.783
F 1.263 -4.125 -0.268
S -1.728 -3.746 1.720
O -1.628 -4.285 3.036
O -2.776 -4.189 0.777
F -2.321 -2.262 2.060
N 2.630 0.745 -1.541
S 2.813 -0.938 -1.463
O 3.419 -1.708 -2.520
O 1.754 -1.462 -0.678
F 4.039 -0.855 -0.415
S 2.111 0.553 -3.006
O 0.841 -0.152 -3.348
O 3.158 0.692 -4.037
F 1.578 2.081 -3.167
N 3.130 -4.237 3.089
S 2.617 -2.531 3.245
O 1.930 -2.075 2.040
O 3.403 -1.633 4.058
F 1.339 -2.775 4.236
S 4.602 -3.791 2.887
O 5.430 -3.775 4.098
O 4.901 -2.889 1.771
F 4.883 -5.253 2.299
N 0.092 0.129 1.267
S 0.030 1.747 0.627
O 1.361 2.270 0.374
O -1.109 2.621 0.797
F -0.334 1.179 -0.841
S -0.473 0.653 2.627
O -1.931 0.762 2.705
O 0.429 1.487 3.376
F -0.147 -0.801 3.258
N 4.221 2.411 1.107
S 5.363 3.361 1.612
O 6.706 3.027 1.229
O 5.079 4.212 2.741
F 5.096 4.346 0.370
S 4.366 1.362 2.563
O 3.542 1.763 3.703
O 5.578 0.543 2.786
F 3.371 0.240 1.962
Cl -1.665 1.959 -3.162
C -1.435 2.141 -4.924
C -2.082 0.989 -5.620
Cl -3.874 1.243 -5.495
H -0.389 2.002 -5.198
H -1.744 3.149 -5.200
H -1.786 0.029 -5.197
H -1.814 0.743 -6.647
Cl -4.980 -1.554 0.476
C -4.258 0.102 0.357
C -5.139 1.069 1.212
Cl -6.748 1.264 0.486
H -4.220 0.337 -0.706
H -3.208 0.121 0.650
H -4.686 2.059 1.251
H -5.237 0.703 2.233
Cl -4.950 4.716 0.562
C -3.293 5.080 1.160
C -2.361 5.585 0.015
Cl -2.821 7.248 -0.504
H -2.960 4.119 1.553
H -3.270 5.719 2.043
H -2.508 4.848 -0.774
H -1.349 5.597 0.419
Cl -0.191 -3.821 -3.310
C -1.839 -3.689 -2.625
C -2.301 -2.240 -2.440
Cl -1.286 -1.343 -1.273
H -1.770 -4.216 -1.673
H -2.563 -4.229 -3.236
H -3.331 -2.294 -2.090
H -2.271 -1.596 -3.319

60
Properties=species:S:1:pos:R:3 method="wB97M-V/def2-TZVPD" s2=0.76 homo_lumo_gap_ev="7.2 / 3.0" multiplicity=2 e_tot_ev=-224528.1215
Mg 1.166 -1.494 1.371
N 0.651 -1.623 3.077
S -0.684 -1.477 3.892
O -0.891 -0.151 4.472
O -1.339 -2.593 4.588
F -1.517 -1.347 2.525
S 1.616 -2.140 4.459
O 2.457 -3.282 4.039
O 1.179 -2.159 5.871
F 2.656 -0.951 4.425
N 0.763 -0.568 -0.156
S -0.030 0.978 -0.282
O -1.104 1.228 -1.223
O 0.807 2.092 0.147
F -0.891 0.812 1.054
S 1.099 -0.626 -1.653
O 1.958 0.325 -2.282
O 0.061 -1.233 -2.453
F 2.156 -1.850 -1.394
N 2.270 -5.472 1.981
S 1.378 -4.812 0.648
O 1.117 -3.334 0.790
O 0.523 -5.537 -0.274
F 2.699 -4.748 -0.202
S 1.600 -6.851 1.841
O 2.110 -7.710 0.755
O 0.232 -6.933 2.270
F 2.286 -7.478 3.149
Cl 1.071 1.397 -5.876
C 1.032 2.373 -4.434
C 0.619 3.826 -4.766
Cl 0.443 4.911 -3.330
H 1.940 2.316 -3.833
H 0.210 1.921 -3.877
H -0.299 3.867 -5.352
H 1.350 4.230 -5.466
Cl -2.129 5.705 0.370
C -2.067 4.149 -0.306
C -3.104 3.214 0.409
Cl -2.944 3.440 2.205
H -1.020 3.853 -0.238
H -2.199 4.185 -1.388
H -2.964 2.167 0.138
H -4.078 3.589 0.098
Cl 2.000 1.381 2.680
C 0.906 2.235 3.825
C 1.186 3.724 3.730
Cl -0.026 4.617 4.606
H 1.192 1.873 4.812
H -0.103 1.932 3.545
H 1.120 4.206 2.755
H 2.160 3.962 4.158
Cl -1.675 -3.257 -4.592
C -2.601 -1.856 -4.007
C -2.125 -0.597 -4.753
Cl -2.583 -0.507 -6.462
H -2.457 -1.772 -2.929
H -3.668 -1.989 -4.180
H -1.043 -0.479 -4.699
H -2.468 0.321 -4.277

30
Properties=species:S:1:pos:R:3 method="wB97M-V/def2-TZVPD" total_charge=+1 homo_lumo_gap_ev=9.1 e_tot_ev=-30189.5468
O 2.757 -0.802 0.041
C 1.867 -0.041 -0.431
Cl 1.532 1.513 0.478
C 1.154 -0.494 -1.789
C -0.450 -0.423 -1.771
C -0.941 -1.035 -0.342
C -2.532 -1.288 -0.493
N -3.186 -0.340 -1.484
C -2.568 1.036 -1.251
C -1.068 1.058 -1.899
H 1.617 0.040 -2.705
H 1.428 -1.610 -1.933
H -0.825 -1.050 -2.663
H -0.339 -1.990 -0.157
H -0.750 -0.212 0.434
H -3.014 -1.035 0.528
H -2.772 -2.378 -0.725
H -3.088 -0.652 -2.470
H -4.211 -0.341 -1.291
H -3.252 1.819 -1.755
H -2.555 1.185 -0.113
H -1.239 1.339 -3.009
H -0.479 1.878 -1.371
C 3.102 0.405 3.126
N 3.490 0.724 4.525
O 3.201 -0.091 5.386
O 4.071 1.781 4.707
H 2.597 -0.559 3.113
H 2.438 1.193 2.783
H 4.015 0.370 2.532

31
Properties=species:S:1:pos:R:3 method="wB97M-V/def2-TZVPD" total_charge=+2 s2=0.75 homo_lumo_gap_ev="7.4 / 8.4" multiplicity=2 e_tot_ev=-78127.0924
Ir -0.558 0.571 -0.093
O 2.173 2.555 -2.289
C 1.129 2.024 -1.769
O 1.182 1.306 -0.745
C -0.157 2.328 -2.494
O -1.222 1.607 -1.840
C -2.372 1.384 -2.601
C -2.833 -1.820 -2.023
O -3.631 -2.217 -2.740
O -2.015 -1.410 -1.288
H 2.995 2.365 -1.797
H -0.072 2.030 -3.540
H -0.359 3.400 -2.427
H -2.324 1.679 -3.636
H -3.269 1.305 -2.010
C -0.203 -2.684 0.998
Ge 0.766 -1.195 1.770
C 0.538 -0.949 3.688
C 2.551 -0.919 1.078
C -0.392 0.912 1.697
H 0.336 -3.599 1.256
H -0.241 -2.618 -0.086
H -1.213 -2.776 1.395
H 1.059 -1.807 4.123
H -0.502 -0.990 4.000
H 1.009 -0.041 4.057
H 3.149 -1.777 1.395
H 3.023 -0.022 1.473
H 2.559 -0.895 -0.010
H 0.234 1.599 2.260
H -1.342 0.656 2.199